# 1
The following is a DFT calculation (ωB97M-V with the def2-TZVPD basis set) of C34H28AsF6GeN2O2Pd as an isolated structure in a non-equilibrium geometry.

Summary:
Charge = -1
E_tot = -6612.40035 Eh
HOMO = -5.196 eV
Molecular weight = 864.55 g/mol

Positions of all 75 atoms, in Å:
Pd 0.281 -0.653 0.164
C -0.200 -3.778 -0.696
O -0.205 -2.772 0.298
C -0.127 -3.151 1.617
C -0.044 -4.466 2.046
C 0.033 -4.758 3.400
C 0.036 -3.747 4.345
C -0.054 -2.437 3.936
C -0.149 -2.115 2.580
N -0.215 -0.806 2.140
N -0.228 0.100 3.038
C -0.112 1.396 2.766
C 0.224 1.952 1.474
O 0.489 1.317 0.408
C 0.308 3.386 1.396
C 0.145 4.190 2.469
C -0.134 3.661 3.761
C -0.277 4.485 4.887
C -0.530 3.950 6.127
C -0.649 2.568 6.276
C -0.519 1.745 5.186
C -0.263 2.264 3.907
H 0.782 -4.256 -0.763
H -0.430 -3.284 -1.640
H -0.970 -4.527 -0.492
H -0.012 -5.277 1.336
H 0.110 -5.788 3.710
H 0.123 -3.975 5.398
H -0.031 -1.625 4.647
H 0.540 3.782 0.418
H 0.234 5.262 2.358
H -0.174 5.556 4.765
H -0.636 4.595 6.990
H -0.856 2.152 7.255
H -0.611 0.676 5.289
F 2.449 -1.171 1.474
As 3.964 -0.832 0.575
F 3.059 -0.429 -0.851
F 3.959 -2.525 0.071
F 5.470 -0.556 -0.296
F 4.869 -1.250 2.028
F 3.892 0.841 1.067
C 1.913 -1.973 -3.148
Ge 0.738 -0.667 -2.152
C 1.264 1.070 -2.989
C 0.838 1.375 -4.274
C 1.198 2.561 -4.885
C 2.045 3.442 -4.233
C 2.488 3.150 -2.956
C 2.074 1.987 -2.331
C -1.073 -1.023 -3.014
C -1.256 -2.051 -3.907
C -2.519 -2.403 -4.400
C -3.628 -1.712 -4.002
C -3.505 -0.640 -3.094
C -4.625 0.113 -2.685
C -4.493 1.150 -1.805
C -3.228 1.480 -1.293
C -2.120 0.774 -1.677
C -2.221 -0.302 -2.587
H 1.936 -1.709 -4.202
H 1.594 -3.009 -3.059
H 2.926 -1.905 -2.765
H 0.211 0.658 -4.791
H 0.825 2.795 -5.875
H 2.366 4.352 -4.723
H 3.164 3.829 -2.455
H 2.390 1.790 -1.318
H -0.395 -2.606 -4.252
H -2.610 -3.228 -5.095
H -4.609 -1.967 -4.379
H -5.596 -0.143 -3.089
H -5.358 1.728 -1.508
H -3.136 2.309 -0.605
H -1.142 1.073 -1.315

---

# 2
The following is a DFT calculation (ωB97M-V with the def2-TZVPD basis set) of a 2-piece molecular cluster, C3H9NS2 overall in a non-equilibrium geometry.

Summary:
2S+1 = 2
Charge = +1
E_tot = -970.45754 Eh
HOMO (spin up / spin down) = -13.260 / -13.248 eV
Molecular weight = 123.25 g/mol

Positions of all 15 atoms, in Å:
C 1.342 1.016 0.313
S 1.534 -0.258 -0.908
S 0.112 0.307 -2.258
H 0.301 1.271 0.500
H 1.729 0.597 1.248
H 1.986 1.879 0.114
H -0.937 0.042 -1.467
C -0.838 -0.159 2.969
C -2.044 -0.970 1.166
N -1.917 -0.033 1.990
H -1.205 -0.643 3.863
H 0.032 -0.719 2.589
H -0.500 0.827 3.294
H -2.950 -0.914 0.556
H -1.421 -1.846 0.941

---

# 3
The following is a DFT calculation (ωB97M-V with the def2-TZVPD basis set) of C3H2LaO3 as an isolated structure in a non-equilibrium geometry.

Summary:
2S+1 = 2
Charge = +2
E_tot = -372.03612 Eh
HOMO (spin up / spin down) = -16.227 / -16.790 eV
Molecular weight = 224.95 g/mol

Positions of all 9 atoms, in Å:
O -0.662 -1.316 0.081
C 0.447 -1.276 -0.620
C -1.248 -0.068 0.370
O 1.640 -1.427 -0.311
O 0.725 0.875 -0.302
C -0.541 1.033 0.084
La 2.958 0.357 0.364
H -2.305 -0.128 0.608
H -1.014 1.950 -0.275

---

# 4
The following is a DFT calculation (ωB97M-V with the def2-TZVPD basis set) of C29H43Br3O14 as an isolated structure in a non-equilibrium geometry.

Summary:
Charge = 0
E_tot = -9906.25785 Eh
HOMO = -9.926 eV
Molecular weight = 855.36 g/mol

Positions of all 89 atoms, in Å:
O -1.879 -1.732 -3.698
C -1.374 -0.853 -4.300
O -0.052 -0.589 -4.419
C 0.164 0.391 -5.467
C -1.143 0.671 -6.216
C -2.190 0.161 -5.163
H 0.846 -0.130 -6.135
H 0.524 1.312 -5.017
H -1.175 0.046 -7.071
H -1.277 1.765 -6.385
H -3.050 -0.270 -5.651
H -2.533 0.866 -4.396
O 1.855 -4.091 1.631
C 1.948 -3.694 2.765
O 1.096 -4.092 3.760
C 1.293 -3.166 4.865
C 2.738 -2.745 4.783
C 3.000 -2.761 3.305
H 1.106 -3.858 5.735
H 0.580 -2.361 4.749
H 3.288 -3.522 5.264
H 2.908 -1.780 5.236
H 3.922 -3.189 2.972
H 2.878 -1.810 2.796
O -0.873 2.692 2.086
C -1.864 2.006 2.006
O -3.138 2.489 1.712
C -3.984 1.357 1.853
C -3.391 0.384 2.850
C -1.899 0.568 2.460
H -4.249 0.936 0.903
H -4.914 1.763 2.185
H -3.794 -0.598 2.660
H -3.454 0.730 3.869
H -1.677 -0.117 1.654
H -1.207 0.391 3.269
O 1.463 -0.076 0.885
C 1.907 -0.984 0.222
O 3.074 -1.567 0.517
C 3.384 -2.672 -0.358
C 2.554 -2.341 -1.645
C 1.340 -1.661 -1.056
H 2.949 -3.604 0.054
H 4.470 -2.727 -0.533
H 2.268 -3.230 -2.236
H 3.146 -1.630 -2.230
H 0.616 -2.395 -0.660
H 0.967 -0.863 -1.751
O 2.461 1.715 -4.050
C 2.402 2.199 -2.969
O 1.713 1.609 -1.893
C 1.748 2.498 -0.757
C 2.120 3.885 -1.214
C 2.887 3.589 -2.492
H 2.462 1.983 -0.063
H 0.832 2.401 -0.209
H 2.675 4.507 -0.466
H 1.137 4.291 -1.482
H 3.970 3.589 -2.321
H 2.763 4.319 -3.334
O 1.656 1.387 4.628
C 2.520 1.956 4.078
O 3.769 2.003 4.509
C 4.665 2.574 3.551
C 3.908 2.618 2.200
C 2.421 2.700 2.782
H 5.522 1.892 3.380
H 4.934 3.581 3.916
H 4.004 1.715 1.593
H 4.157 3.491 1.602
H 1.667 2.344 2.049
H 2.233 3.708 3.123
O -6.767 -1.508 0.766
C -5.969 -2.104 0.088
O -4.793 -2.664 0.605
C -4.015 -3.223 -0.477
C -4.866 -3.072 -1.780
C -6.187 -2.592 -1.324
H -3.774 -4.239 -0.185
H -3.070 -2.685 -0.584
H -4.803 -4.016 -2.428
H -4.432 -2.340 -2.493
H -6.933 -3.336 -1.306
H -6.610 -1.727 -1.911
C -2.691 2.762 -1.450
Br -2.259 0.905 -1.071
Br -4.522 2.969 -2.035
Br -1.507 3.556 -2.710
H -2.595 3.335 -0.523

---

# 5
The following is a DFT calculation (ωB97M-V with the def2-TZVPD basis set) of C3Br4 as an isolated structure in a non-equilibrium geometry.

Summary:
Charge = 0
E_tot = -10410.27808 Eh
HOMO = -9.864 eV
Molecular weight = 355.65 g/mol

Positions of all 7 atoms, in Å:
C -0.156 0.346 -0.851
C -0.014 0.882 0.345
C 0.129 -0.613 0.251
Br -0.224 0.705 -2.642
Br -0.214 2.082 1.750
Br -1.349 -1.879 0.664
Br 1.829 -1.523 0.484

---

# 6
The following is a DFT calculation (ωB97M-V with the def2-TZVPD basis set) of a 5-piece molecular cluster, C38H63F3N3O17P2 overall in a non-equilibrium geometry.

Summary:
Charge = +1
E_tot = -3911.25127 Eh
HOMO = -12.172 eV
Molecular weight = 952.87 g/mol

Positions of all 126 atoms, in Å:
C -6.704 5.761 4.858
C -6.504 4.774 3.705
C -7.721 3.863 3.495
C -8.179 3.694 2.038
C -7.061 3.389 1.039
C -6.458 1.982 1.262
C -6.716 1.044 0.080
C -6.502 -0.439 0.413
C -5.078 -0.935 0.075
C -5.051 -1.937 -1.094
C -3.777 -2.729 -1.083
N -3.763 -3.672 -0.155
N -2.704 -4.440 -0.052
C -2.837 -5.482 1.039
F -3.996 -5.360 1.620
F -2.696 -6.669 0.478
F -1.853 -5.260 1.911
C -1.602 -4.379 -0.803
P -0.234 -5.660 -0.782
N -0.705 -6.844 -1.676
C -1.565 -3.342 -1.767
O -0.507 -3.265 -2.591
C 0.774 -2.841 -2.180
O 1.685 -3.122 -2.902
C 0.947 -2.139 -0.887
C 0.085 -1.182 -0.361
C 0.400 -0.542 0.819
C 1.579 -0.852 1.476
C 2.439 -1.804 0.962
C 2.124 -2.449 -0.213
C -2.659 -2.501 -1.925
P -2.575 -1.187 -3.227
O -1.178 -0.835 -3.473
O -3.409 -1.749 -4.435
O -3.509 -0.004 -2.755
H -7.390 6.546 4.537
H -5.767 6.236 5.138
H -7.149 5.273 5.723
H -6.306 5.357 2.806
H -5.614 4.172 3.897
H -7.546 2.875 3.922
H -8.556 4.294 4.049
H -8.857 2.836 2.003
H -8.743 4.572 1.723
H -7.498 3.430 0.041
H -6.268 4.129 1.109
H -6.933 1.536 2.135
H -5.382 2.070 1.417
H -7.739 1.194 -0.266
H -6.062 1.321 -0.752
H -7.212 -1.036 -0.158
H -6.660 -0.610 1.475
H -4.433 -0.078 -0.137
H -4.655 -1.445 0.941
H -5.859 -2.652 -0.942
H -5.190 -1.448 -2.051
H -0.052 -5.936 0.575
H 0.908 -4.976 -1.193
H -0.088 -6.992 -2.468
H -0.803 -0.893 -0.897
H -0.277 0.204 1.208
H 1.819 -0.321 2.388
H 3.352 -2.036 1.490
H 2.804 -3.183 -0.621
H -2.830 -2.145 -5.104
H -3.282 0.286 -1.861
C 2.126 0.593 9.107
C 0.848 -0.001 8.560
O 0.175 0.902 7.662
C 0.688 0.986 6.443
O 1.620 0.359 6.009
O -0.022 1.883 5.751
C 0.485 2.135 4.443
H 1.926 1.556 9.577
H 2.558 -0.077 9.850
H 2.857 0.746 8.315
H 0.130 -0.175 9.359
H 1.028 -0.948 8.053
H 0.617 1.200 3.899
H 1.436 2.664 4.492
H -0.250 2.757 3.940
C 4.848 -2.315 -3.085
C 5.654 -2.003 -1.842
O 7.002 -1.612 -2.132
C 7.144 -0.347 -2.532
O 6.261 0.469 -2.611
O 8.425 -0.140 -2.808
C 8.726 1.173 -3.298
H 5.350 -3.077 -3.683
H 3.860 -2.673 -2.795
H 4.717 -1.432 -3.708
H 5.756 -2.894 -1.221
H 5.180 -1.224 -1.242
H 8.348 1.934 -2.621
H 8.296 1.313 -4.288
H 9.808 1.226 -3.353
C 2.882 0.297 -9.640
C 3.607 -0.965 -9.231
O 3.318 -1.337 -7.870
C 2.142 -1.919 -7.676
O 1.323 -2.186 -8.516
O 2.015 -2.172 -6.369
C 0.769 -2.761 -6.006
H 3.107 1.106 -8.944
H 3.195 0.598 -10.639
H 1.804 0.143 -9.649
H 4.684 -0.814 -9.249
H 3.370 -1.798 -9.892
H 0.571 -3.654 -6.597
H -0.041 -2.043 -6.141
H 0.853 -3.021 -4.959
C 5.964 1.875 0.559
C 4.678 2.450 1.111
O 4.786 2.802 2.499
C 5.431 3.945 2.747
O 5.886 4.692 1.923
O 5.470 4.118 4.066
C 6.187 5.285 4.489
H 6.295 1.032 1.169
H 5.814 1.532 -0.466
H 6.755 2.623 0.560
H 3.883 1.705 1.080
H 4.350 3.315 0.535
H 5.807 6.173 3.990
H 7.249 5.171 4.281
H 6.024 5.360 5.559

---

# 7
The following is a DFT calculation (ωB97M-V with the def2-TZVPD basis set) of C31H54Br3NO20 as an isolated structure in a non-equilibrium geometry.

Summary:
Charge = 0
E_tot = -10495.15042 Eh
HOMO = -9.727 eV
Molecular weight = 1000.47 g/mol

Positions of all 109 atoms, in Å:
C 0.309 -3.380 5.447
C 1.067 -2.666 4.512
C 0.822 -2.867 3.165
C -0.153 -3.760 2.745
C -1.016 -4.314 3.678
C -0.762 -4.145 5.029
N -0.372 -4.015 1.314
O 0.550 -3.754 0.576
O -1.415 -4.540 1.006
H 0.486 -3.240 6.506
H 1.832 -2.020 4.917
H 1.578 -2.471 2.493
H -1.761 -5.026 3.354
H -1.317 -4.789 5.700
C -2.136 3.022 2.733
C -3.422 2.237 2.759
O -3.302 0.918 2.189
C -2.633 -0.033 2.802
O -2.228 -1.005 2.224
O -2.301 0.269 4.056
C -1.735 -0.754 4.849
H -1.500 2.770 3.582
H -2.345 4.090 2.802
H -1.548 2.876 1.826
H -4.241 2.736 2.249
H -3.773 2.084 3.783
H -0.737 -0.447 5.162
H -1.774 -1.779 4.492
H -2.278 -0.811 5.802
C 5.681 -0.133 3.857
C 4.254 -0.039 3.329
O 3.834 -1.292 2.805
C 4.316 -1.654 1.613
O 4.891 -0.941 0.842
O 3.962 -2.894 1.403
C 4.330 -3.548 0.190
H 5.635 -0.746 4.763
H 6.168 0.811 4.106
H 6.397 -0.617 3.191
H 4.218 0.737 2.562
H 3.531 0.208 4.101
H 5.406 -3.710 0.264
H 4.034 -3.031 -0.717
H 3.838 -4.518 0.206
C -2.494 -2.367 -2.157
C -2.441 -1.748 -3.557
O -1.514 -0.648 -3.552
C -1.637 0.247 -4.524
O -2.382 0.166 -5.478
O -0.775 1.223 -4.305
C -0.565 2.146 -5.378
H -1.506 -2.614 -1.780
H -3.088 -3.280 -2.233
H -3.023 -1.700 -1.476
H -3.389 -1.583 -4.059
H -1.963 -2.556 -4.124
H 0.313 2.746 -5.175
H -1.493 2.683 -5.562
H -0.347 1.585 -6.288
C -9.025 4.559 -1.605
C -7.803 4.238 -0.793
O -6.871 3.440 -1.522
C -6.068 2.681 -0.788
O -5.919 2.772 0.404
O -5.464 1.811 -1.572
C -4.670 0.782 -0.951
H -8.805 5.245 -2.421
H -9.759 4.984 -0.916
H -9.585 3.711 -2.006
H -8.082 3.794 0.164
H -7.294 5.164 -0.507
H -4.519 0.904 0.119
H -3.719 0.853 -1.471
H -5.188 -0.155 -1.136
C -1.798 -1.409 -8.930
C -0.554 -1.043 -8.143
O -0.530 -1.909 -6.999
C 0.392 -1.720 -6.071
O 1.239 -0.863 -6.105
O 0.215 -2.643 -5.147
C 0.915 -2.530 -3.920
H -2.719 -1.064 -8.458
H -1.819 -2.494 -9.022
H -1.863 -0.917 -9.902
H -0.653 -0.032 -7.749
H 0.364 -1.185 -8.708
H 0.595 -3.129 -3.067
H 0.844 -1.500 -3.567
H 1.943 -2.844 -4.128
C 8.338 2.893 4.443
C 7.488 2.951 3.196
O 6.146 3.265 3.560
C 5.165 3.244 2.655
O 4.100 3.746 2.869
O 5.539 2.642 1.525
C 4.552 2.563 0.495
H 8.145 3.745 5.094
H 9.388 2.834 4.165
H 8.110 1.993 5.021
H 7.489 2.016 2.635
H 7.925 3.720 2.551
H 3.557 2.511 0.930
H 4.782 1.700 -0.121
H 4.585 3.443 -0.148
C 0.537 -0.312 0.407
Br -0.941 0.452 -0.641
Br 1.358 1.107 1.415
Br 1.817 -1.114 -0.804
H 0.032 -1.021 1.052

---

# 8
The following is a DFT calculation (ωB97M-V with the def2-TZVPD basis set) of a 2-piece molecular cluster, C4H9NOS overall in a non-equilibrium geometry.

Summary:
Charge = 0
E_tot = -685.80399 Eh
HOMO = -9.069 eV
Molecular weight = 119.19 g/mol

Positions of all 16 atoms, in Å:
C 1.902 -0.818 -0.238
C 0.667 -0.723 0.739
C 1.397 0.368 -0.120
C 0.772 1.667 -0.426
N -2.835 -1.030 -1.005
O -2.134 1.288 0.008
S -2.913 0.082 0.317
H 2.728 -1.520 -0.531
H -1.684 -0.715 0.970
H -0.137 -1.352 0.286
H 0.797 -0.754 1.799
H 1.149 2.093 -1.341
H 1.096 2.394 0.375
H -0.320 1.667 -0.422
H -3.731 -1.006 -1.562
H -2.129 -0.674 -1.603

---

# 9
The following is a DFT calculation (ωB97M-V with the def2-TZVPD basis set) of a 4-piece molecular cluster, C2H13NO3S2 overall in a non-equilibrium geometry.

Summary:
Charge = 0
SMILES = NCCSS.O.O.O
E_tot = -1160.81109 Eh
HOMO = -9.061 eV
Molecular weight = 163.26 g/mol

Positions of all 21 atoms, in Å:
N -0.017 -0.277 1.482
C -0.783 -1.441 1.044
C -0.497 -1.682 -0.448
S -1.847 -2.915 -1.020
S -3.402 -1.374 -0.904
H -0.072 -0.259 2.505
H -0.457 0.591 1.210
H -0.454 -2.323 1.639
H -1.838 -1.408 1.251
H -0.552 -0.738 -1.083
H 0.515 -2.063 -0.479
H -3.462 -0.999 -2.182
O 4.816 0.267 0.448
H 3.876 -0.036 0.330
H 5.035 -0.173 1.280
O 0.238 1.076 -1.358
H 0.102 2.006 -1.030
H 0.738 0.578 -0.708
O -0.510 3.382 -0.430
H -0.041 4.107 -0.868
H -1.388 3.680 -0.679